Here is a molecular structure, C44H60Cl2KN7 at a distorted geometry from the OMol25 dataset. Energies are from the ωB97M-V functional and the def2-TZVPD basis.

```
114
C44H60Cl2KN7 (the ωB97M-V functional and the def2-TZVPD basis)
K 0.09633 -0.42653 0.36831
C -2.38700 0.36762 -2.37537
C -1.12717 1.21225 -2.63946
C 0.07789 0.39301 -3.10560
N 0.56252 -0.52386 -2.10140
C 1.41762 -1.42756 -2.45674
C 2.00196 -1.51846 -3.76933
C 2.52828 -2.59868 -4.44682
C 2.56676 -3.94078 -4.07508
C 2.26708 -4.43306 -2.79930
C 2.03723 -3.74336 -1.63416
C 1.94821 -2.32733 -1.38492
N 2.28870 -1.73831 -0.28294
C 3.06136 -2.48451 0.69266
C 2.29549 -3.37199 1.68730
C 1.19361 -2.65313 2.47744
N -0.01871 -2.50552 1.71926
C -0.90643 -3.44943 1.64842
C -0.76123 -4.71212 2.31401
C -1.62648 -5.76297 2.52958
C -2.92486 -5.97132 2.07337
C -3.62332 -5.12475 1.21512
C -3.26177 -3.91540 0.66568
C -2.10547 -3.08158 0.81780
N -1.99804 -1.92691 0.24312
C -3.05840 -1.34551 -0.52804
C -2.67891 0.11061 -0.88402
H -2.27341 -0.58988 -2.89138
H -3.25434 0.85773 -2.82710
H -0.85001 1.76849 -1.73892
H -1.32456 1.93807 -3.43438
H 0.87018 1.11346 -3.36867
H -0.18839 -0.13540 -4.03885
H 2.04149 -0.57232 -4.30014
H 2.89429 -2.38662 -5.44879
H 2.87913 -4.66067 -4.82395
H 2.27671 -5.51549 -2.70096
H 1.87805 -4.35849 -0.76032
H 3.62211 -1.74173 1.27479
H 3.79845 -3.12687 0.18158
H 3.03358 -3.79298 2.38007
H 1.82681 -4.20184 1.15906
H 1.54628 -1.64568 2.73642
H 1.03693 -3.18765 3.42771
H 0.20428 -4.85474 2.78442
H -1.22363 -6.56107 3.15026
H -3.42382 -6.88236 2.38777
H -4.60703 -5.48542 0.92131
H -4.00739 -3.49939 -0.00201
H -4.00626 -1.34099 0.03618
H -3.25275 -1.91733 -1.45180
H -1.79706 0.35588 -0.29565
H -3.46984 0.78860 -0.55416
C -1.80242 4.77227 -2.58737
C -0.83519 4.86649 -1.40007
C -0.79343 6.31021 -0.88973
C 0.54185 4.34226 -1.77330
C 1.16758 4.81979 -2.92031
C 2.37115 4.29375 -3.35828
C 2.93922 3.22851 -2.67272
C 2.35049 2.71848 -1.52779
C 2.94210 1.54436 -0.77655
C 3.52199 0.47036 -1.69859
C 4.00021 2.01183 0.22731
C 1.16936 3.31324 -1.03006
N 0.62732 2.80095 0.13540
C 0.34510 3.56835 1.13621
C -0.33560 3.18379 2.30879
C -0.71580 4.04281 3.36785
C -1.45050 3.25805 4.24277
C -1.47046 1.95290 3.67452
N -0.80424 1.92000 2.52647
C -2.12922 0.73266 4.28299
C -1.33424 0.30821 5.52775
C -2.15294 -0.42518 3.28768
C -3.56992 1.07390 4.69118
H -2.82608 4.96488 -2.25789
H -1.76555 3.77949 -3.03492
H -1.55006 5.50658 -3.35659
H -1.22665 4.23592 -0.60231
H -0.36305 6.97233 -1.64611
H -0.19337 6.39225 0.01673
H -1.80321 6.65952 -0.65931
H 0.70509 5.62346 -3.48441
H 2.85568 4.69357 -4.24178
H 3.86090 2.79326 -3.04288
H 2.12771 1.08655 -0.21306
H 4.47317 0.77915 -2.14219
H 2.82192 0.23620 -2.50080
H 3.68521 -0.44835 -1.13226
H 4.84638 2.47237 -0.29054
H 4.36818 1.15998 0.80421
H 3.58321 2.74286 0.92297
H 0.66184 4.62348 1.11832
H -0.48746 5.09759 3.45098
H -1.91820 3.57124 5.16599
H -0.30645 0.07244 5.24442
H -1.77819 -0.58176 5.98523
H -1.30835 1.10962 6.26966
H -1.14223 -0.71722 3.00291
H -2.67366 -0.13662 2.37379
H -2.65500 -1.29591 3.71844
H -3.59479 1.82595 5.48306
H -4.08723 0.17862 5.04872
H -4.11552 1.46677 3.83112
N 2.35269 1.17048 3.07142
H 2.20125 1.91897 2.40058
H 1.42355 0.96176 3.42796
H 2.62718 0.36158 2.52064
Cl -1.32828 -4.54846 -2.20764
C -1.00662 -3.44704 -3.54207
Cl -1.82843 -3.95128 -5.03276
H 0.05649 -3.44026 -3.74316
H -1.36953 -2.46371 -3.27201
```

charge: -2
E_tot: -3616.24663 hartree
E_HOMO: -0.0556 hartree
lowest unoccupied orbital energy: 4.00 eV
molecular weight: 797.017 Da

These are the Mulliken partial charges, in e, on atoms 1 to 8: 1.256, -1.942, 1.253, -1.828, 1.085, -0.075, -0.426, -0.917